Record 1
The following is a quantum chemistry calculation of C5H8IP as an isolated structure at a distorted geometry, from OMol25.

Each line ends with the Löwdin charge.
Cartesian coordinates (Å):
C (0.273, -1.931, -0.424)  -0.44
C (0.862, -0.640, -0.754)  -0.28
C (-0.062, 0.428, -0.245)  -0.51
C (-1.226, -0.223, 0.683)  -0.98
C (0.555, 1.571, 0.444)  -0.11
P (-1.186, -2.097, 0.440)  0.88
I (-3.176, 0.389, 0.093)  0.72
H (0.832, -2.845, -0.634)  0.04
H (1.878, -0.622, -0.362)  0.11
H (0.827, -0.522, -1.957)  0.17
H (-0.650, 0.772, -1.158)  0.10
H (-1.163, 0.059, 1.807)  0.06
H (1.390, 1.874, -0.129)  0.07
H (0.835, 1.299, 1.457)  0.08
H (0.011, 2.488, 0.740)  0.10

Atomic forces in eV per Å
-1.36 -2.14 1.14
-0.15 0.20 -2.62
-4.12 0.28 -0.33
0.86 -0.08 0.75
0.15 1.23 1.70
1.84 1.12 -0.50
-0.36 0.39 -0.03
-0.15 0.16 -0.39
0.23 0.39 -0.23
0.83 -0.42 2.61
0.76 -0.16 1.15
0.06 -0.45 -1.94
1.21 0.57 -0.29
0.84 -0.58 0.06
-0.64 -0.50 -1.09

Calculated values
* Kohn-Sham gap: 0.3311 hartree
* lowest unoccupied orbital energy: 0.26 eV

Record 2
The following is a quantum chemistry calculation of C5H8LiO3Pr as an isolated structure at a distorted geometry, from OMol25.

Each line ends with the Löwdin charge.
Cartesian coordinates (Å):
C (-4.379, -2.291, 0.811)  -0.04
C (-5.153, -1.776, 1.590)  0.02
H (-3.872, -2.833, 0.029)  0.00
H (-0.586, -2.007, -0.148)  0.22
H (-5.802, -1.195, 2.225)  0.04
Li (-0.373, 0.892, 2.665)  0.91
O (1.666, -0.016, -0.505)  -0.04
Pr (1.831, -2.155, -2.463)  1.91
O (0.266, -1.591, -0.470)  0.04
C (0.658, -0.508, 0.177)  -0.59
O (0.124, -0.028, 1.146)  0.09
C (2.287, 1.247, -0.119)  -0.13
C (2.076, 2.222, -1.246)  -0.02
H (1.804, 1.572, 0.810)  0.13
H (3.349, 1.043, 0.062)  0.15
H (1.051, 2.615, -1.238)  0.11
H (2.773, 3.058, -1.111)  0.12
H (2.280, 1.752, -2.216)  0.09

Atomic forces in eV per Å
-0.81 0.24 0.41
0.96 0.01 -0.81
-0.27 0.19 0.50
0.85 0.66 0.09
0.18 -0.44 -0.13
-0.30 0.13 0.44
-0.04 -1.45 -0.31
0.32 0.08 -0.27
-1.56 -2.03 -0.29
-0.13 1.99 0.70
0.25 -0.61 -0.40
0.58 1.19 0.41
-0.18 0.28 0.06
0.33 -0.08 -0.28
-0.34 -0.17 0.01
0.27 -0.06 -0.14
-0.20 -0.13 -0.14
0.09 0.21 0.14

Calculated values
* Kohn-Sham gap (alpha / beta): 0.1882 / 0.1913 hartree
* charge: +3
* lowest unoccupied orbital energy (alpha / beta): -12.16 / -12.08 eV
* spin multiplicity: 4

Record 3
The following is a quantum chemistry calculation of C5H8LiO3Zn as an isolated structure at a distorted geometry, from OMol25.

Each line ends with the Löwdin charge.
Cartesian coordinates (Å):
C (-0.562, 1.792, -0.534)  0.08
C (0.352, 2.237, 0.317)  0.03
H (-0.442, 0.859, -1.097)  0.12
H (-1.492, 2.360, -0.690)  0.13
H (0.655, 3.216, 0.704)  0.09
Zn (0.476, 0.718, 1.810)  1.14
O (-1.187, -2.012, 3.635)  -0.06
Li (-1.010, -4.097, 3.655)  0.88
O (0.152, -3.170, 2.394)  0.05
C (-0.207, -2.029, 2.705)  -0.69
O (0.179, -0.941, 2.210)  -0.08
C (-1.770, -0.775, 4.087)  -0.22
C (-2.853, -1.093, 5.087)  -0.04
H (-0.976, -0.166, 4.539)  0.13
H (-2.179, -0.247, 3.215)  0.13
H (-2.443, -1.615, 5.961)  0.10
H (-3.308, -0.152, 5.425)  0.10
H (-3.638, -1.713, 4.634)  0.10

Atomic forces in eV per Å
-0.14 0.02 -0.36
0.29 -0.39 1.47
-0.11 0.13 0.11
0.14 -0.05 -0.10
-0.13 -0.08 -0.37
0.16 1.48 -1.32
0.09 -0.03 0.11
0.16 -0.07 -0.16
-0.10 1.29 0.34
-0.69 -2.95 0.25
0.55 0.27 -0.24
-0.13 0.59 0.14
-0.14 -0.04 0.13
-0.13 -0.13 -0.01
0.01 -0.14 0.13
-0.10 0.19 -0.20
0.09 -0.30 -0.04
0.18 0.20 0.10

Calculated values
* Kohn-Sham gap (alpha / beta): 0.3265 / 0.2665 hartree
* charge: +2
* lowest unoccupied orbital energy (alpha / beta): -9.49 / -11.12 eV
* spin multiplicity: 2

Record 4
The following is a quantum chemistry calculation of a 2-piece molecular cluster, C5H8N overall at a distorted geometry, from OMol25.

Each line ends with the Löwdin charge.
Cartesian coordinates (Å):
C (0.740, -0.569, 0.591)  0.16
C (-2.093, -0.506, -0.382)  -0.22
C (2.060, -0.992, 1.054)  -0.08
C (1.512, 0.430, 1.243)  -0.13
C (-1.994, 0.904, -0.944)  -0.01
N (-1.400, -1.379, 0.200)  0.25
H (-3.158, -1.005, -0.342)  0.20
H (2.511, -1.648, 1.777)  0.12
H (2.696, -1.030, 0.129)  0.15
H (1.876, 1.442, 0.967)  0.14
H (0.943, 0.615, 2.194)  0.16
H (-1.490, 0.796, -1.810)  0.05
H (-2.919, 1.471, -1.027)  0.10
H (-1.282, 1.479, -0.337)  0.09

Atomic forces in eV per Å
-1.51 -1.28 0.01
-1.06 -1.04 1.33
0.64 1.30 -1.79
-0.29 1.12 1.18
-0.21 -0.08 3.34
0.91 2.26 -0.79
1.48 0.51 -0.23
-0.74 -0.35 0.50
-0.49 0.05 0.50
0.04 -1.03 -0.43
0.33 -0.43 -0.35
1.26 -0.25 -3.45
-0.06 -0.54 -0.07
-0.30 -0.23 0.26

Calculated values
* Kohn-Sham gap (alpha / beta): 0.2957 / 0.2959 hartree
* charge: +1
* lowest unoccupied orbital energy (alpha / beta): -6.39 / -6.39 eV

Record 5
The following is a quantum chemistry calculation of an isolated ion of composition C5H8N and charge +1 at a distorted geometry, from OMol25.

Each line ends with the Löwdin charge.
Cartesian coordinates (Å):
C (1.139, -1.408, 1.605)  -0.05
C (0.473, -0.228, 1.010)  -0.25
C (-0.918, -0.022, 0.404)  0.20
N (-0.638, 0.689, -0.641)  -0.13
C (-1.320, 1.368, -1.607)  0.00
C (0.597, 0.078, -0.509)  0.11
H (0.931, -1.335, 2.706)  0.11
H (2.114, -1.474, 1.208)  0.08
H (0.394, -2.332, 1.369)  0.15
H (0.819, 0.597, 1.731)  0.19
H (-2.249, 1.828, -1.299)  0.12
H (-1.734, 0.747, -2.502)  0.16
H (-0.549, 1.984, -2.105)  0.13
H (0.942, -0.494, -1.369)  0.16

Atomic forces in eV per Å
-5.21 -3.08 0.83
1.99 2.79 -1.44
-1.70 -1.07 1.63
2.15 -1.61 2.32
-1.34 0.72 -4.94
-0.05 0.71 0.94
1.28 -0.05 -0.90
1.16 -0.50 0.18
2.39 1.56 0.11
-1.32 -0.14 -1.79
0.35 0.58 0.71
1.08 0.18 1.64
-0.92 0.44 0.35
0.15 -0.52 0.35

Calculated values
* Kohn-Sham gap (alpha / beta): 0.3319 / 0.3318 hartree
* charge: +1
* structure (SMILES): C[C@@H]1C2=[N+](C)[C@H]21
* lowest unoccupied orbital energy (alpha / beta): -5.71 / -5.71 eV

Record 6
The following is a quantum chemistry calculation of C5H8N as an isolated structure at a distorted geometry, from OMol25.

Each line ends with the Löwdin charge.
Cartesian coordinates (Å):
C (1.206, 0.435, -0.409)  0.02
C (0.013, 1.208, -0.070)  0.00
C (2.220, -0.444, 0.139)  0.10
C (-0.385, -0.197, 0.455)  -0.22
C (-1.771, -0.498, -0.291)  0.00
N (0.830, -0.830, -0.132)  0.16
H (0.118, 2.088, 0.614)  0.16
H (-0.614, 1.515, -0.928)  0.15
H (2.889, -0.846, -0.536)  0.12
H (2.535, -0.332, 1.129)  0.12
H (-0.562, -0.493, 1.446)  0.15
H (-1.818, -0.156, -1.310)  0.08
H (-2.610, 0.059, 0.179)  0.11
H (-2.051, -1.510, -0.287)  0.07

Atomic forces in eV per Å
0.56 -1.86 0.43
-0.39 1.45 1.22
-0.43 1.52 0.47
-4.32 0.77 -2.15
0.67 0.64 0.74
-0.45 0.64 -2.44
0.35 -0.83 -0.62
0.47 -0.24 0.44
1.12 -1.11 -1.25
0.62 0.29 1.49
0.53 0.36 1.72
0.58 0.03 -0.55
0.87 -0.17 0.33
-0.18 -1.51 0.17

Calculated values
* Kohn-Sham gap: 0.3576 hartree
* charge: +1
* lowest unoccupied orbital energy: -6.10 eV

Record 7
The following is a quantum chemistry calculation of an isolated ion of composition C5H8N and charge +1 at a distorted geometry, from OMol25.

Each line ends with the Löwdin charge.
Cartesian coordinates (Å):
C (-1.589, -1.063, -0.548)  -0.15
C (-2.499, -1.877, -1.037)  0.26
C (-0.313, 1.283, 0.690)  0.15
C (-0.240, -0.801, -0.432)  -0.08
C (1.793, 0.395, 0.203)  0.01
N (0.370, 0.257, 0.253)  -0.17
H (-2.574, -0.751, 0.060)  0.21
H (-2.950, -2.051, -1.949)  0.07
H (-0.022, 2.041, 1.321)  0.09
H (-1.340, 1.507, 0.500)  0.11
H (0.299, -1.744, -0.695)  0.16
H (1.987, 1.188, -0.498)  0.11
H (2.104, -0.556, -0.268)  0.11
H (2.398, 0.564, 1.100)  0.13

Atomic forces in eV per Å
-0.94 -0.59 -0.87
2.79 0.61 2.66
-0.86 -1.51 -0.80
-0.13 -1.72 0.05
2.08 -1.70 -1.10
-3.12 1.86 0.92
0.22 0.29 -0.42
-1.61 0.20 -1.62
2.24 1.33 1.06
-0.85 -1.15 -0.54
0.33 1.59 0.29
0.29 0.25 -0.23
0.48 0.64 0.35
-0.94 -0.09 0.25

Calculated values
* Kohn-Sham gap (alpha / beta): 0.2606 / 0.2607 hartree
* charge: +1
* lowest unoccupied orbital energy (alpha / beta): -5.53 / -5.52 eV

Record 8
The following is a quantum chemistry calculation of an isolated ion of composition C5H8N and charge +1 at a distorted geometry, from OMol25.

Each line ends with the Löwdin charge.
Cartesian coordinates (Å):
C (-1.801, 0.152, 0.047)  0.01
C (-0.583, -0.478, 0.601)  -0.19
N (0.380, -1.078, -0.378)  0.16
C (1.675, -0.692, 0.145)  -0.07
C (1.882, 0.844, -0.012)  0.07
C (0.723, 0.236, 0.672)  0.05
H (-1.558, 0.624, -0.999)  0.15
H (-2.332, 0.764, 0.827)  0.13
H (-2.454, -0.602, -0.005)  0.04
H (-0.622, -1.074, 1.408)  0.13
H (0.312, -0.881, -1.381)  0.18
H (2.322, -1.360, 0.472)  0.11
H (2.560, 1.356, 0.604)  0.11
H (1.893, 1.327, -1.008)  0.13

Atomic forces in eV per Å
1.89 3.17 -0.31
1.05 3.08 -1.62
0.67 -0.03 -1.71
-0.93 3.15 0.68
-1.40 -0.49 -2.70
-0.05 -0.15 -0.93
-0.88 -0.53 2.25
1.00 0.21 -0.99
-2.76 -3.08 -1.11
-0.88 -2.45 2.62
-0.79 0.50 0.35
2.79 -3.02 1.65
0.90 0.07 1.30
-0.60 -0.43 0.51

Calculated values
* Kohn-Sham gap: 0.3784 hartree
* charge: +1
* structure (SMILES): C[C@H]1[N@@H+]2[C@H]3C[C@@]312
* lowest unoccupied orbital energy: -5.21 eV